No. 1
This record from the Open Molecules 2025 dataset describes a molecular structure, C3H4LiO3Yb at a distorted geometry. The level of theory is ωB97M-V/def2-TZVPD.

Geometry as ORCA input:
```
! RIJCOSX wB97M-V def2-TZVPD def2/J DEFGRID3
* xyz 2 2
O -1.63129 0.46141 0.33181
C -0.92797 -0.74308 0.03331
C 0.46341 -0.48704 -0.54751
O 2.42634 -0.18574 0.38731
C 2.55851 1.03178 0.64266
O 1.75046 1.92494 0.40820
Li -3.33949 0.38709 0.81635
Yb -0.40554 2.09640 -0.19883
H -1.51481 -1.35072 -0.67856
H -0.83891 -1.32477 0.96832
H 0.54114 -0.32651 -1.63304
H 0.91815 -1.48377 -0.53003
*
```

Computed properties:
- HOMO level (spin up / spin down) (Eh) = -0.629 / -0.628
- electronic energy (a.u.) = -1507.9689
- LUMO (spin up / spin down) (eV) = -9.5 / -10.2

No. 2
This record from the Open Molecules 2025 dataset describes a molecular structure, C3H4MgO5 at a distorted geometry. The level of theory is ωB97M-V/def2-TZVPD.

Geometry as ORCA input:
```
! RIJCOSX wB97M-V def2-TZVPD def2/J DEFGRID3
* xyz -1 2
C 1.33964 -1.54498 -0.10902
C 1.24000 -0.79716 -1.23913
O 0.11118 -0.07266 -1.63258
C -0.35985 1.03427 -1.01837
O -1.63335 1.08942 -0.99137
O 0.30998 1.51977 -0.08289
O 0.81512 -1.27010 1.05469
H 2.20308 -2.23880 -0.11702
H 2.12450 -0.55219 -1.82712
H -0.41767 0.12433 1.16133
O -1.50824 0.58462 1.69447
H -1.28926 0.79461 2.60318
Mg -2.93515 1.32889 0.50383
*
```

Computed properties:
- HOMO level (spin up / spin down) (Eh) = -0.103 / -0.104
- electronic energy (a.u.) = -692.9973
- LUMO (spin up / spin down) (eV) = 3.0 / 2.5

No. 3
This record from the Open Molecules 2025 dataset describes a molecular structure, C3H4MnO2 at a distorted geometry. The level of theory is ωB97M-V/def2-TZVPD.

Geometry as ORCA input:
```
! RIJCOSX wB97M-V def2-TZVPD def2/J DEFGRID3
* xyz 2 6
C -0.95670 -0.36369 -0.24667
C -0.94203 1.01140 -0.47232
H -1.33591 1.69826 0.28071
H -0.80299 1.28854 -1.52359
C 0.69118 -0.12439 -0.35400
O 1.46942 -0.43218 0.55670
Mn 3.21976 -0.78696 0.91451
H 1.02949 -0.13383 -1.40231
O -1.50136 -0.80581 0.87807
H -0.87085 -1.35133 1.36891
*
```

Computed properties:
- HOMO level (spin up / spin down) (Eh) = -0.671 / -0.670
- electronic energy (a.u.) = -1417.3317
- LUMO (spin up / spin down) (eV) = -11.6 / -11.8

No. 4
This record from the Open Molecules 2025 dataset describes 2 unconnected molecules or ions with the total composition C3H4N at a distorted geometry. The level of theory is ωB97M-V/def2-TZVPD.

Geometry as ORCA input:
```
! RIJCOSX wB97M-V def2-TZVPD def2/J DEFGRID3
* xyz 1 1
C 2.29151 0.37641 1.29413
C -0.38068 0.17993 -1.06227
C -0.75749 -0.52283 0.21633
N 0.27309 0.16332 0.22850
H 1.93768 0.41481 2.34984
H 0.02781 -0.41285 -1.87409
H -0.86770 1.10605 -1.35083
H -1.42743 -1.16190 0.75523
*
```

Computed properties:
- HOMO level (spin up / spin down) (Eh) = -0.592 / -0.592
- electronic energy (a.u.) = -170.8576
- LUMO (spin up / spin down) (eV) = -8.2 / -8.2

No. 5
This record from the Open Molecules 2025 dataset describes a molecular structure, C3H4N11O2Rh at a distorted geometry. The level of theory is ωB97M-V/def2-TZVPD.

Geometry as ORCA input:
```
! RIJCOSX wB97M-V def2-TZVPD def2/J DEFGRID3
* xyz 0 1
Rh -0.16918 -0.55760 0.50330
N 2.29986 0.21408 -1.82518
C 2.42188 0.72911 -0.57795
N 3.46890 1.38670 -0.11619
N 3.14677 1.72666 1.13326
N 1.96906 1.31725 1.44951
N 1.47054 0.67691 0.38331
C 1.18794 -0.42175 -2.26777
N 1.01076 -0.90582 -3.48255
N -0.22245 -1.41555 -3.48074
N -0.79856 -1.26392 -2.34067
N 0.06779 -0.63131 -1.53773
H 3.06549 0.33877 -2.46953
N -2.05810 0.70989 1.01952
N -2.73173 -0.01286 2.00367
C -2.23448 -1.22952 2.46914
O -2.83015 -1.83444 3.31618
O -1.11295 -1.58684 1.89344
H -1.74739 1.61437 1.36058
H -2.61325 0.80693 0.17493
H -3.59075 0.33895 2.39147
*
```

Computed properties:
- HOMO level (spin up / spin down) (Eh) = -0.342 / -0.342
- electronic energy (a.u.) = -979.9316
- LUMO (spin up / spin down) (eV) = -3.8 / -3.8

No. 6
This record from the Open Molecules 2025 dataset describes a molecular structure, C3H4N2 at a distorted geometry. The level of theory is ωB97M-V/def2-TZVPD.

Geometry as ORCA input:
```
! RIJCOSX wB97M-V def2-TZVPD def2/J DEFGRID3
* xyz 0 1
N -1.14014 -0.86434 0.25168
C -0.66082 1.18874 0.03906
C 0.60773 1.15948 -0.06207
C 1.09222 -0.73126 -0.12328
N 0.02336 -1.35155 0.02617
H -1.82207 -1.45526 -0.25813
H -1.67889 1.50995 0.13775
H 1.52123 1.74580 -0.13522
H 2.05739 -1.20156 0.12405
*
```

Computed properties:
- HOMO level (Eh) = -0.320
- electronic energy (a.u.) = -226.0318
- LUMO (eV) = 0.9

No. 7
This record from the Open Molecules 2025 dataset describes a single C3H4N2 molecule at a distorted geometry. The level of theory is ωB97M-V/def2-TZVPD.

Geometry as ORCA input:
```
! RIJCOSX wB97M-V def2-TZVPD def2/J DEFGRID3
* xyz 0 1
N 2.59196 -0.48791 -0.35582
C 1.53579 -0.00963 -0.40296
C 0.23472 0.61816 -0.43691
C -0.93959 -0.28140 -0.36575
N -0.66501 0.30187 0.92533
H -0.07163 1.43765 0.33739
H -1.87127 0.02693 -0.83046
H -0.74668 -1.34978 -0.39336
H -0.06828 -0.25588 1.52254
*
```

Computed properties:
- SMILES string = N#C[C@H]1CN1
- HOMO level (Eh) = -0.373
- electronic energy (a.u.) = -226.0832
- LUMO (eV) = 0.8

No. 8
This record from the Open Molecules 2025 dataset describes a single C3H4N2 molecule at a distorted geometry. The level of theory is ωB97M-V/def2-TZVPD.

Geometry as ORCA input:
```
! RIJCOSX wB97M-V def2-TZVPD def2/J DEFGRID3
* xyz 0 1
C -0.91578 0.76025 -0.02501
C -0.91410 -0.58521 -0.00584
C 0.41272 0.98835 -0.01200
H -1.72843 1.46622 0.15689
H -1.93520 -1.05186 0.06894
H 2.06651 -0.15101 -0.06984
H 1.02683 1.92238 -0.18017
N 0.21910 -1.20377 -0.04849
N 1.07707 -0.10567 0.08868
*
```

Computed properties:
- SMILES string = c1cn[nH]c1
- HOMO level (Eh) = -0.345
- electronic energy (a.u.) = -226.1776
- LUMO (eV) = 1.0

No. 9
This record from the Open Molecules 2025 dataset describes a single C3H4N2 molecule at a distorted geometry. The level of theory is ωB97M-V/def2-TZVPD.

Geometry as ORCA input:
```
! RIJCOSX wB97M-V def2-TZVPD def2/J DEFGRID3
* xyz 0 1
C 0.11726 0.42642 -0.16793
C -0.23539 -0.73728 0.40330
C 0.45085 -1.03922 1.67156
H -0.14665 1.96551 -1.49885
H -0.84331 0.25468 -1.93393
H 0.94739 0.96324 0.29225
H -1.17309 -1.18560 0.10683
N -0.16933 0.79461 -1.46131
N 1.05226 -1.44236 2.58808
*
```

Computed properties:
- SMILES string = N#C/C=C/N
- HOMO level (Eh) = -0.332
- electronic energy (a.u.) = -226.1710
- LUMO (eV) = 0.5

No. 10
This record from the Open Molecules 2025 dataset describes a single C3H4N2O molecule at a distorted geometry. The level of theory is ωB97M-V/def2-TZVPD.

Geometry as ORCA input:
```
! RIJCOSX wB97M-V def2-TZVPD def2/J DEFGRID3
* xyz 0 1
O -0.63857 0.02520 -2.37383
C -0.30040 0.02970 -0.46177
N 0.57018 0.79363 -0.02686
N 0.94620 0.52216 1.27556
C 0.19705 -0.22112 2.04627
C -1.10652 -0.71051 -1.19159
H 0.07970 -0.47553 -2.77332
H 1.74443 1.09279 1.53233
H 0.67683 -0.17755 3.03938
H -2.16890 -0.87877 -1.06617
*
```

Computed properties:
- HOMO level (Eh) = -0.306
- electronic energy (a.u.) = -301.2063
- LUMO (eV) = 0.1

No. 11
This record from the Open Molecules 2025 dataset describes a molecular structure, C3H4N2O at a distorted geometry. The level of theory is ωB97M-V/def2-TZVPD.

Geometry as ORCA input:
```
! RIJCOSX wB97M-V def2-TZVPD def2/J DEFGRID3
* xyz 0 1
C -1.70459 0.01693 -0.08828
C -0.24358 -0.14558 -0.31845
N 0.55758 -0.59516 -1.13909
O 1.82507 -0.57237 -1.02088
C 1.94493 0.30420 0.68035
N 0.82976 0.53951 1.05756
H -2.31400 -0.41046 -0.89463
H -1.96989 -0.46992 0.85334
H -1.93558 1.08107 0.00702
H 3.01969 0.33402 0.82258
*
```

Computed properties:
- HOMO level (Eh) = -0.356
- electronic energy (a.u.) = -301.3290
- LUMO (eV) = 1.0

No. 12
This record from the Open Molecules 2025 dataset describes a single C3H4N2O molecule. The level of theory is ωB97M-V/def2-TZVPD.

Geometry as ORCA input:
```
! RIJCOSX wB97M-V def2-TZVPD def2/J DEFGRID3
* xyz 0 1
O 1.05888 -1.71159 0.31585
C 0.19837 -0.64703 0.21337
C -0.36537 0.45585 0.90235
C -0.60770 1.39876 -0.13733
N -0.39700 0.88796 -1.33167
N 0.05361 -0.34703 -1.09020
H 1.11145 -2.21069 1.13365
H -0.75492 0.57647 1.90892
H -0.78341 2.47232 -0.08526
H 0.48610 -0.87502 -1.82968
*
```

Computed properties:
- SMILES string = Oc1ccn[nH]1
- HOMO level (Eh) = -0.321
- electronic energy (a.u.) = -301.4214
- LUMO (eV) = 0.6

No. 13
This record from the Open Molecules 2025 dataset describes a molecular structure, C3H4N2O. The level of theory is ωB97M-V/def2-TZVPD.

Geometry as ORCA input:
```
! RIJCOSX wB97M-V def2-TZVPD def2/J DEFGRID3
* xyz 0 1
O -2.32205 0.61520 0.04302
C -1.04420 0.18395 -0.14191
N -0.05457 1.18387 -0.06282
N 1.09388 0.73356 -0.24259
C 0.76503 -1.12527 -0.52497
C -0.60152 -1.05836 -0.38868
H -2.28744 1.57050 0.18594
H 1.81301 1.45426 -0.17953
H 1.36734 -1.54693 0.28182
H 1.21461 -1.26588 -1.51068
*
```

Computed properties:
- HOMO level (spin up / spin down) (Eh) = -0.319 / -0.319
- electronic energy (a.u.) = -301.3093
- LUMO (spin up / spin down) (eV) = -0.2 / -0.2

No. 14
This record from the Open Molecules 2025 dataset describes a molecular structure, C3H4N2O at a distorted geometry. The level of theory is ωB97M-V/def2-TZVPD.

Geometry as ORCA input:
```
! RIJCOSX wB97M-V def2-TZVPD def2/J DEFGRID3
* xyz 0 1
O 1.98233 -0.49482 -0.98134
C 0.84963 -0.29129 -0.99817
C -0.50568 0.12558 -1.15654
N -0.17414 1.10838 -0.12230
C -0.11063 0.46361 1.07930
N -0.16031 -0.82807 1.16658
H -0.66625 0.59229 -2.13233
H -1.23354 -0.65455 -0.90674
H 0.04277 1.13458 1.93273
H -0.02418 -1.15571 2.11880
*
```

Computed properties:
- HOMO level (Eh) = -0.321
- electronic energy (a.u.) = -301.3688
- LUMO (eV) = 0.6

No. 15
This record from the Open Molecules 2025 dataset describes a single C3H4N2O molecule. The level of theory is ωB97M-V/def2-TZVPD.

Geometry as ORCA input:
```
! RIJCOSX wB97M-V def2-TZVPD def2/J DEFGRID3
* xyz 0 1
O 2.28739 -0.28107 -0.30952
C 1.01377 -0.27298 -0.66211
N 0.15486 -1.12113 -0.20657
C -1.04977 -0.68578 0.12292
C -1.20827 0.71648 0.09412
N -0.18528 1.52065 -0.06929
H 2.44158 -0.91047 0.41839
H -1.87340 -1.38722 0.20357
H -2.20635 1.13095 -0.04955
H 0.64112 1.26432 0.46586
*
```

Computed properties:
- HOMO level (spin up / spin down) (Eh) = -0.329 / -0.329
- electronic energy (a.u.) = -301.3467
- LUMO (spin up / spin down) (eV) = -0.3 / -0.3

No. 16
This record from the Open Molecules 2025 dataset describes a single C3H4N2O molecule at a distorted geometry. The level of theory is ωB97M-V/def2-TZVPD.

Geometry as ORCA input:
```
! RIJCOSX wB97M-V def2-TZVPD def2/J DEFGRID3
* xyz 0 1
C 0.39137 0.07076 -0.33552
C -1.11109 -1.95720 0.31863
C -0.06335 1.27338 0.12809
N 0.00470 -1.20351 0.10639
N -0.41611 -1.59449 1.56372
O -2.03059 -2.43378 -0.02563
H 1.26518 -0.18056 -0.83330
H -0.78627 1.05619 0.86062
H 0.28619 2.28347 0.03437
H 0.26693 -2.32305 1.70738
*
```

Computed properties:
- SMILES string = C=CN1NC1=O
- HOMO level (Eh) = -0.362
- electronic energy (a.u.) = -301.3126
- LUMO (eV) = 0.6

No. 17
This record from the Open Molecules 2025 dataset describes a molecular structure, C3H4N2O. The level of theory is ωB97M-V/def2-TZVPD.

Geometry as ORCA input:
```
! RIJCOSX wB97M-V def2-TZVPD def2/J DEFGRID3
* xyz 0 1
O -2.21244 -0.75249 0.52553
C -1.02726 -0.27011 0.06465
N -0.40261 0.67526 0.90155
N 0.69027 1.05487 0.44426
C 0.82076 0.08300 -1.21090
C -0.38128 -0.56682 -1.07207
H -2.42145 -0.27482 1.33996
H 1.13755 1.75598 1.03200
H 1.75635 -0.46772 -1.05099
H 0.92370 0.91895 -1.91347
*
```

Computed properties:
- HOMO level (spin up / spin down) (Eh) = -0.318 / -0.318
- electronic energy (a.u.) = -301.3091
- LUMO (spin up / spin down) (eV) = -0.1 / -0.1

No. 18
This record from the Open Molecules 2025 dataset describes a single C3H4N2O molecule. The level of theory is ωB97M-V/def2-TZVPD.

Geometry as ORCA input:
```
! RIJCOSX wB97M-V def2-TZVPD def2/J DEFGRID3
* xyz 0 1
N 1.58260 0.21714 0.12696
C 0.14256 0.05521 0.03602
C -0.61631 1.00337 0.61405
N -1.93422 0.49904 0.31126
C -1.78524 -0.58835 -0.35243
O -0.49089 -0.98209 -0.59513
H 2.09862 -0.46657 0.69084
H 2.09257 0.38728 -0.74618
H 1.46593 1.11347 0.66216
H -2.55562 -1.23850 -0.74755
*
```

Computed properties:
- HOMO level (Eh) = -0.283
- electronic energy (a.u.) = -301.3201
- LUMO (eV) = -0.1

No. 19
This record from the Open Molecules 2025 dataset describes a single C3H4N2O molecule. The level of theory is ωB97M-V/def2-TZVPD.

Geometry as ORCA input:
```
! RIJCOSX wB97M-V def2-TZVPD def2/J DEFGRID3
* xyz 0 1
N 1.39022 -0.20284 -0.07474
C 0.07363 0.15023 -0.16043
C -0.47480 1.38481 0.32515
N -1.01451 0.62434 1.16096
C -0.86768 -0.92995 -0.53967
O -0.57551 -2.09768 -0.40403
H 1.57793 -1.19672 -0.06619
H 2.05598 0.39488 0.38845
H -0.31146 2.45910 0.26270
H -1.85382 -0.58617 -0.89220
*
```

Computed properties:
- SMILES string = N[C@]1(C=O)C=N1
- HOMO level (Eh) = -0.326
- electronic energy (a.u.) = -301.3743
- LUMO (eV) = 0.6

No. 20
This record from the Open Molecules 2025 dataset describes a single C3H4N2O molecule at a distorted geometry. The level of theory is ωB97M-V/def2-TZVPD.

Geometry as ORCA input:
```
! RIJCOSX wB97M-V def2-TZVPD def2/J DEFGRID3
* xyz 0 1
N -0.18375 0.23844 -1.60764
C 0.33541 0.59002 -0.32907
N 0.25592 1.72232 0.26273
O -0.48672 0.71575 1.95818
C -0.22958 -0.48599 1.56875
C 0.35666 -0.65492 0.36713
H 0.47401 -0.22220 -2.21959
H -0.66669 1.01489 -2.00781
H -0.43760 -1.36523 2.18803
H 0.58233 -1.55308 -0.18071
*
```

Computed properties:
- HOMO level (spin up / spin down) (Eh) = -0.334 / -0.322
- electronic energy (a.u.) = -301.3020
- LUMO (spin up / spin down) (eV) = -0.8 / -1.7